No. 1
Computed, not measured: C47H40BaClF15GeN6O4S3Si as an isolated structure in a non-equilibrium geometry, with the ωB97M-V functional and the def2-TZVPD basis.

For the frontier orbital gap, the calculation gives 6.50 eV. The energy above the lowest of the compared OMol25 structures with the same formula, charge and spin is 0.00 kcal/mol. The value obtained for the electronic energy is -217404.366 eV.

ORCA input file:
```
! RIJCOSX wB97M-V def2-TZVPD def2/J DEFGRID3
* xyz -2 1
Ba 1.161 1.218 1.150
Ge -1.378 -2.945 -2.883
Cl 2.477 -1.412 0.677
S -0.245 -1.790 -1.594
S 0.176 -3.267 1.993
S -1.310 -2.703 4.529
Si 2.666 4.888 1.846
F -1.620 -1.819 -5.902
F 2.437 -3.322 -7.682
F -3.271 -4.370 -4.975
F 1.225 -4.554 -3.329
F -2.837 -8.255 -0.125
F 2.974 -4.658 -5.386
F -3.344 -0.504 -2.279
F -3.047 -3.591 -0.534
F -1.563 -8.408 -2.511
F -6.986 -1.511 -5.044
F -5.718 -3.740 -5.930
F -5.798 0.099 -3.212
F 0.143 -1.893 -7.925
F -1.037 -6.188 -3.913
F -3.632 -5.844 0.844
O -1.782 0.194 6.390
O -0.456 1.787 2.724
O -1.956 0.683 0.657
O 3.026 1.204 2.531
N 0.634 2.860 -0.779
N -0.155 -0.814 3.039
N 2.023 3.673 0.857
N -0.702 -0.071 4.065
N 4.949 0.659 1.459
N 3.123 0.949 -1.119
C 1.563 -3.288 -6.671
C 3.970 0.431 2.373
C -1.212 -4.442 4.008
C -3.097 0.001 1.127
C 2.948 4.201 3.580
C 1.828 -3.973 -5.499
C 1.470 3.844 -0.349
C 3.599 -0.060 -3.226
C 4.372 5.583 1.322
C 4.198 -0.755 3.278
C -5.161 -0.996 -3.643
C -1.120 -4.455 2.500
C -2.648 3.684 6.784
C -0.299 -3.257 -4.566
C -0.352 -2.062 3.144
C -1.953 -4.795 -2.231
C 5.379 0.716 -1.841
C -3.873 -3.257 -4.517
C 2.718 0.365 -2.241
C -0.507 -2.554 -5.740
C -3.227 -2.460 -3.592
C 0.391 -2.568 -6.793
C -4.323 0.909 1.158
C 1.029 5.078 -2.386
C 1.703 4.968 -1.197
C -3.899 -1.325 -3.171
C -1.605 3.401 4.649
C 0.910 -3.930 -4.467
C -5.771 -1.814 -4.576
C 0.130 4.083 -2.769
C -2.503 2.333 7.035
C 1.495 6.384 1.989
C -0.023 2.983 -1.934
C -0.803 1.216 3.807
C -2.644 -4.771 -1.029
C -2.561 -7.139 -0.804
C -1.899 1.494 6.095
C -2.958 -5.909 -0.311
C -2.203 4.227 5.584
C 4.833 1.689 0.425
C -1.902 -7.208 -2.017
C -0.977 1.883 -2.315
C -1.610 -6.045 -2.711
C 4.955 0.125 -3.022
C 4.426 1.110 -0.909
C -5.123 -2.951 -5.020
C -1.439 2.037 4.882
H -0.866 1.020 -1.664
H 5.677 -0.188 -3.767
H -3.110 4.320 7.531
H -1.247 3.791 3.705
H -0.826 -5.431 2.114
H -1.592 1.215 1.384
H 3.228 -0.536 -4.125
H 2.414 5.718 -0.878
H -2.325 5.284 5.381
H -0.439 4.158 -3.687
H 0.542 6.051 2.409
H 4.362 6.003 0.313
H 5.502 -0.147 1.214
H -3.265 -0.828 0.435
H -4.539 1.270 0.151
H 4.079 2.406 0.750
H 4.704 6.368 2.008
H -4.131 1.772 1.800
H -1.338 -0.228 5.595
H 3.040 5.003 4.318
H -0.332 -4.895 4.466
H 1.195 5.938 -3.028
H -2.066 -4.147 2.052
H 5.241 -0.827 3.590
H 1.284 6.805 1.003
H -2.005 2.241 -2.218
H -0.821 1.580 -3.352
H -2.113 -4.936 4.375
H -2.924 -0.422 2.124
H 2.117 3.555 3.872
H 6.435 0.861 -1.639
H 3.860 3.601 3.612
H 3.544 -0.661 4.142
H 5.122 4.787 1.338
H -5.197 0.374 1.538
H 1.885 7.185 2.623
H 5.799 2.193 0.336
H 1.650 0.206 -2.339
H 3.906 -1.646 2.723
H -2.853 1.896 7.962
*
```



No. 2
Computed, not measured: a 13-piece molecular cluster, C5H37NO14 overall in a non-equilibrium geometry, with the ωB97M-V functional and the def2-TZVPD basis.

For the frontier orbital gap, the calculation gives 9.26 eV. The energy above the lowest of the compared OMol25 structures with the same formula, charge and spin is 93.59 kcal/mol. The value obtained for the electronic energy is -35939.857 eV.

ORCA input file:
```
! RIJCOSX wB97M-V def2-TZVPD def2/J DEFGRID3
* xyz 0 1
O -2.624 -3.114 0.147
O -4.119 -0.774 0.778
O 1.191 2.663 -4.000
O 0.579 -3.180 -3.175
O -3.083 0.636 -1.425
O -0.057 3.339 -1.158
O 2.956 -2.438 0.373
O -1.826 -2.323 2.528
O 3.425 -1.347 -2.030
O 3.201 2.857 -1.723
O -1.695 2.494 -3.156
O -2.780 0.312 2.847
O 0.337 -2.691 -0.194
O 1.415 0.640 -1.248
N -0.576 -0.001 3.545
C -1.382 0.533 2.492
C 1.582 1.098 1.161
C 1.732 0.295 2.471
C 0.757 0.634 3.601
C 0.906 0.262 0.028
H 0.585 -3.015 -4.119
H 3.700 -1.413 -1.092
H 0.280 -2.375 -2.738
H 1.056 0.293 4.595
H 0.213 -3.421 -0.800
H -2.960 0.203 3.787
H 2.047 -2.120 0.541
H 1.349 3.204 -3.206
H -0.406 -2.614 0.419
H -0.516 -1.005 3.603
H -2.572 -1.737 2.319
H 1.627 -0.773 2.238
H -2.900 -2.187 0.022
H 3.079 3.635 -1.170
H -2.002 3.420 -3.137
H 2.587 1.336 0.812
H 1.993 -0.116 -1.463
H -3.987 -0.526 1.713
H -3.854 0.001 0.269
H -1.260 2.733 -3.999
H -1.243 1.608 2.444
H -2.309 -3.060 2.108
H -3.218 0.888 -2.343
H -2.888 -3.546 -0.669
H 1.133 -0.744 0.301
H -0.668 4.077 -1.086
H -2.205 0.959 -1.195
H 1.991 2.157 -3.767
H -0.134 3.004 -2.064
H 2.753 0.319 2.827
H 0.677 1.723 3.568
H 2.737 -3.281 -0.037
H 2.856 2.173 -1.129
H -1.506 0.070 1.507
H -0.159 0.472 0.067
H 3.189 -2.238 -2.299
H 0.992 2.003 1.312
*
```



No. 3
Computed, not measured: one molecule with the formula C26H29N3O5S2 in a non-equilibrium geometry, with the ωB97M-V functional and the def2-TZVPD basis.

For the frontier orbital gap, the calculation gives 9.29 eV. The energy above the lowest of the compared OMol25 structures with the same formula, charge and spin is 4.15 kcal/mol. The value obtained for the electronic energy is -63811.210 eV.

ORCA input file:
```
! RIJCOSX wB97M-V def2-TZVPD def2/J DEFGRID3
* xyz 0 1
S 3.660 -0.112 0.393
S 0.148 3.011 -0.526
O -1.606 -1.404 -0.382
O 3.468 -0.094 1.813
O 4.597 0.798 -0.194
O 0.137 3.763 -1.745
O -0.930 3.216 0.409
N 2.186 0.200 -0.298
N 0.001 1.407 -0.959
N -2.526 0.642 0.058
C 4.190 3.381 1.478
C 1.719 3.208 0.296
C 4.046 -1.777 -0.139
C 4.501 -4.327 -1.058
C -4.028 -2.860 1.098
C -4.399 1.191 -1.335
C 4.960 -3.241 -1.787
C 0.733 0.925 -2.099
C 1.843 2.917 1.639
C 3.820 -4.136 0.134
C 4.048 3.692 0.136
C 3.093 2.999 2.231
C 4.729 -1.954 -1.326
C -3.872 0.399 -0.319
C -1.513 -0.234 -0.085
C 2.804 3.600 -0.463
C -5.696 1.003 -1.769
C -4.150 -1.382 1.475
C 2.151 0.445 -1.719
C 1.030 -0.487 0.220
C -4.653 -0.574 0.304
C -6.470 0.011 -1.190
C -0.161 0.475 0.142
C 3.587 -2.852 0.598
C -5.064 -1.197 2.689
C -5.951 -0.757 -0.165
H 4.906 3.993 -0.445
H 2.651 3.839 -1.504
H -2.258 1.620 0.150
H -3.155 -1.020 1.747
H -6.050 -1.616 2.507
H 3.208 2.758 3.276
H 0.970 2.649 2.212
H 3.072 -2.668 1.527
H -6.097 1.620 -2.559
H 3.471 -4.985 0.701
H 4.681 -5.329 -1.419
H 5.164 3.434 1.940
H -6.573 -1.514 0.288
H 0.161 0.100 -2.536
H -0.235 1.071 1.053
H 1.243 -0.751 1.255
H -7.481 -0.155 -1.529
H -3.318 -2.968 0.283
H 2.398 -0.466 -2.287
H -5.177 -0.140 2.922
H 2.910 1.202 -1.921
H -3.671 -3.434 1.950
H -3.773 1.953 -1.777
H 5.496 -3.395 -2.711
H 5.084 -1.085 -1.856
H -4.989 -3.262 0.787
H -4.636 -1.698 3.554
H 0.768 1.749 -2.811
H 0.801 -1.399 -0.351
*
```